(1)
Density functional theory data (ωB97M-V with the def2-TZVPD basis set) for an isolated molecule of C6H7N3.

```
16
Properties=species:S:1:pos:R:3:forces:R:3
H -3.082041 2.051407 -0.453823 3.12 -3.67 -0.92
N -2.267476 1.259621 -0.858674 -2.34 4.35 1.00
C -1.478195 0.680797 -0.045073 0.42 -2.74 -0.24
C -1.556176 -0.011941 1.249643 1.03 -1.53 1.21
C -0.613995 -1.061582 1.328954 -0.67 6.48 -5.46
N 0.252951 -0.989427 0.142707 -0.47 -1.03 4.30
N -0.360740 -0.033851 -0.609581 2.47 0.99 -0.83
C 0.670256 0.395686 -1.421001 -0.33 1.18 -2.35
C 1.923743 -0.152320 -1.274768 -1.76 0.32 2.34
C 1.903938 -0.580713 0.263592 -3.46 -0.89 0.69
H -2.311860 0.285723 1.975532 0.21 -0.52 -0.12
H -0.275442 -1.698860 1.987679 0.90 -3.14 3.78
H 0.203776 1.160884 -2.058705 1.18 -0.44 -0.68
H 2.799121 -0.160998 -1.911502 -0.27 0.56 0.17
H 2.301289 -1.712543 0.753471 -0.60 3.99 -1.51
H 1.890853 0.568115 0.931549 0.58 -3.92 -1.36
```
Positions in Å, forces in eV/Å.

Computed properties:
- charge = 0
- LUMO level (eV) = 0.409
- strongest force on any atom (eV Å⁻¹) = 8.50
- spin multiplicity = 1
- HOMO (eV) = -7.52
- energy (eV) = -10798.9290

Charges in e, computed with natural (NBO), in the same order as the atoms: 0.365 -0.719 0.376 -0.342 0.040 -0.239 -0.282 0.039 -0.360 -0.246 0.231 0.196 0.233 0.241 0.254 0.213

---

(2)
Density functional theory data (ωB97M-V with the def2-TZVPD basis set) for a structure of composition C32H42F3GeN5O5SSeSiW.

```
92
Properties=species:S:1:pos:R:3:forces:R:3
W -0.609975 -0.225512 0.639463 1.45 1.37 -0.15
O -2.120648 1.257729 -7.314397 0.01 0.02 -0.03
C -1.186074 1.617318 -6.378167 0.03 -0.05 0.11
O -0.259096 2.300214 -6.739815 -0.06 -0.04 0.00
C -1.399922 1.121996 -5.007292 0.05 0.13 -0.12
C -0.384230 1.318710 -4.055688 0.01 -0.02 0.01
C -0.508770 0.873695 -2.766188 0.00 -0.03 0.01
C -1.689021 0.214053 -2.329942 0.01 0.03 0.03
C -2.732364 0.063588 -3.276235 -0.03 0.05 -0.08
C -2.573349 0.499985 -4.572149 -0.06 -0.09 0.02
N -1.783743 -0.238077 -1.069409 0.11 0.06 0.07
C -2.819987 -1.070423 -0.626228 -0.14 0.28 -0.24
C -3.331689 -0.827982 0.631177 -0.19 0.11 -0.09
C -4.549637 -1.341639 1.181766 0.10 -0.11 -0.08
C -5.053193 -0.762779 2.302838 0.01 0.05 0.06
C -4.366792 0.310148 2.927391 -0.07 -0.01 -0.03
C -3.130760 0.651616 2.455771 0.02 0.04 -0.13
N -2.578586 0.048282 1.385047 -0.04 -0.34 0.40
H -2.750014 0.655427 -6.904519 -0.01 -0.02 0.01
H 0.512658 1.837560 -4.369325 0.01 -0.02 0.01
H 0.280333 1.041686 -2.043145 0.00 0.02 -0.02
H -3.672512 -0.377041 -2.974517 0.01 0.01 0.02
H -3.420246 0.356153 -5.239611 -0.01 0.04 0.01
H -3.318062 -1.726393 -1.331523 0.14 -0.22 0.12
H -5.064453 -2.142099 0.664427 -0.01 -0.01 0.02
H -5.991638 -1.115978 2.716363 -0.01 0.01 -0.01
H -4.763640 0.808356 3.799426 0.00 -0.01 0.01
H -2.521823 1.399054 2.936556 0.02 -0.01 0.01
Se 0.426638 3.584287 1.678259 -0.04 -0.14 -0.03
C 0.720888 5.170022 0.692432 0.09 0.06 0.01
C 0.171737 5.447373 -0.556385 0.02 0.03 -0.01
C 0.431082 6.676191 -1.143527 0.02 -0.02 0.00
N 1.189775 7.634063 -0.608783 0.02 -0.01 0.01
C 1.731953 7.344713 0.578930 0.02 0.01 -0.03
C 1.538151 6.158461 1.255862 -0.06 -0.02 0.01
H -0.446380 4.709453 -1.050041 -0.03 0.01 0.00
H -0.005242 6.905633 -2.111234 0.00 -0.01 -0.01
H 2.364210 8.115383 1.011717 -0.01 0.00 0.01
H 2.009119 5.997095 2.218884 0.00 0.02 0.01
N 1.264774 0.234476 0.675956 -0.53 -0.32 0.34
C 2.257250 0.943279 0.848737 -0.08 0.48 -0.63
N 3.562528 0.666464 0.849914 -0.09 -0.29 0.23
C 4.532578 1.735660 0.728847 0.03 -0.03 0.03
C 5.148711 1.695489 -0.658260 0.03 0.01 -0.03
O 5.713677 0.419210 -0.934790 -0.01 0.01 0.05
C 4.728028 -0.604958 -0.860990 0.03 -0.04 -0.03
C 4.081792 -0.657047 0.513035 0.05 0.04 0.07
H 5.317050 1.604954 1.483816 0.01 0.01 -0.01
H 4.020159 2.681810 0.900518 -0.01 -0.02 0.01
H 5.958929 2.419846 -0.750606 0.01 0.00 -0.01
H 4.376456 1.929522 -1.403003 -0.01 -0.01 0.00
H 5.244090 -1.540814 -1.080572 -0.02 0.00 -0.03
H 3.957530 -0.434975 -1.624422 -0.01 0.01 0.02
H 4.825763 -0.961230 1.258315 -0.01 0.00 0.00
H 3.250957 -1.361452 0.528483 0.01 0.01 0.00
S -0.879278 2.487049 0.305505 -0.37 -0.42 -0.05
C -1.661948 -2.240585 3.743375 -0.13 0.10 0.01
Si -0.386184 -2.150532 2.342822 0.13 -0.22 0.09
C -0.280055 -3.995307 1.861926 -0.15 -0.02 -0.10
C 1.325713 -1.983173 3.157858 0.10 0.16 -0.02
H -2.235748 -3.168060 3.655930 0.01 -0.02 0.01
H -2.361302 -1.407921 3.759237 0.01 0.02 0.01
H -1.154746 -2.232275 4.711726 -0.01 -0.04 0.01
H 0.238282 -4.498158 2.685784 -0.02 -0.01 0.01
H 0.271203 -4.204218 0.947688 0.11 -0.02 0.02
H -1.267116 -4.448180 1.764086 0.00 -0.02 0.02
H 1.341309 -2.543093 4.099312 0.04 -0.05 -0.03
H 1.601802 -0.949915 3.358631 0.01 -0.01 0.02
H 2.092816 -2.399754 2.495744 -0.02 -0.05 0.01
F 2.085527 1.381107 4.153425 -0.02 0.04 -0.02
C 0.934770 1.487060 4.837346 0.06 -0.01 0.01
F 0.745182 2.802884 5.085504 -0.01 -0.03 -0.01
F 1.148703 0.901245 6.035724 0.00 0.00 -0.02
C -0.305374 0.867037 4.108563 -0.07 -0.06 0.04
O -1.254524 0.633881 4.845992 0.04 0.07 -0.02
O -0.147229 0.726745 2.867806 -0.08 -0.14 -0.12
C 0.934570 -4.783043 -1.585471 0.06 -0.03 0.00
Ge -0.464906 -3.376694 -1.524155 0.09 0.09 -0.08
C -0.838211 -3.041410 -3.425704 -0.07 0.08 -0.06
C -2.076702 -4.261817 -0.815829 -0.08 0.04 0.04
C 0.333507 -1.808648 -0.656251 -0.53 -0.50 0.33
H 0.488362 -5.779408 -1.625800 0.00 -0.01 -0.03
H 1.577243 -4.734354 -0.705749 0.02 -0.02 0.01
H 1.562936 -4.651166 -2.469285 0.00 0.01 -0.01
H -1.114980 -3.975303 -3.922034 0.02 -0.01 0.00
H 0.045530 -2.630753 -3.918414 0.01 0.00 -0.01
H -1.649015 -2.324176 -3.558232 -0.01 -0.02 -0.01
H -1.827958 -5.276143 -0.500409 -0.01 -0.01 0.00
H -2.834835 -4.312435 -1.600874 0.00 0.00 -0.01
H -2.493678 -3.722542 0.031560 -0.01 0.00 0.00
H 0.723101 -1.227741 -1.503513 0.06 0.08 0.09
H 1.198260 -2.220759 -0.126993 0.05 0.03 -0.07
```
Positions in Å, forces in eV/Å.

Computed properties:
- charge = -2
- LUMO level (alpha / beta) (eV) = 4.141 / 4.141
- strongest force on any atom (eV Å⁻¹) = 2.00
- spin multiplicity = 1
- HOMO (alpha / beta) (eV) = -1.25 / -1.25
- energy (eV) = -202109.0104

Charges in e, computed with Mulliken, in the same order as the atoms: -0.914 -0.525 0.635 -0.621 0.996 -1.224 0.020 0.918 -1.347 -0.782 0.825 -0.358 0.068 -1.178 -0.327 -1.245 -0.281 0.684 0.263 0.478 0.537 0.387 0.161 0.270 0.457 0.374 0.382 0.561 0.084 0.639 -0.366 -0.344 -0.686 -0.317 -0.648 0.405 0.347 0.325 0.344 -0.073 0.324 0.149 -0.603 -0.585 -0.421 -0.560 0.090 0.367 0.353 0.374 0.298 0.367 0.298 0.221 -0.268 -0.299 -1.165 1.214 -1.253 -1.216 0.363 0.129 0.371 0.504 -0.001 0.236 0.436 0.075 0.237 -0.190 0.599 -0.286 -0.310 -0.290 -0.656 0.658 -1.474 1.061 -1.460 -1.405 -1.399 0.356 0.343 0.416 0.446 0.350 0.369 0.455 0.440 0.174 0.582 0.264

---

(3)
Density functional theory data (ωB97M-V with the def2-TZVPD basis set) for an isolated molecule of C7H8N2.

```
17
Properties=species:S:1:pos:R:3:forces:R:3
C -0.816657 -2.146040 0.045016 -1.36 -1.35 1.79
C -0.594717 -1.660320 1.268889 0.93 1.73 1.70
C 0.270136 -0.368433 1.396622 -2.48 -0.85 -0.19
N -0.309765 0.686561 0.994819 0.29 -1.39 1.91
C 0.349791 1.918199 0.754547 3.12 -2.72 -1.71
C 0.588147 1.843872 -0.757074 -2.11 -2.28 0.10
C 0.071398 0.928055 -1.627724 1.09 1.06 -1.55
N -0.361442 -0.260454 -1.269708 -0.57 -2.00 1.28
C -0.306456 -1.507482 -1.173374 0.04 0.51 -1.20
H -1.436351 -3.054450 0.131065 0.42 0.21 -1.09
H -0.993937 -2.055399 2.285684 0.67 0.21 -2.19
H 1.278513 -0.560729 1.751511 0.51 0.64 -0.01
H 1.329532 2.062863 1.278845 -0.73 0.12 -0.04
H -0.346492 2.646945 0.893262 -1.53 2.54 0.77
H 1.041612 2.600215 -1.242009 1.46 2.89 -1.22
H 0.088765 1.061908 -2.749925 0.26 0.60 1.05
H 0.147921 -2.135312 -1.980445 -0.01 0.06 0.59
```
Positions in Å, forces in eV/Å.

Computed properties:
- charge = 0
- LUMO level (eV) = 0.449
- strongest force on any atom (eV Å⁻¹) = 4.48
- spin multiplicity = 1
- HOMO (eV) = -7.45
- energy (eV) = -10364.0123

Charges in e, computed with natural (NBO), in the same order as the atoms: -0.273 -0.163 0.068 -0.367 -0.265 -0.221 -0.003 -0.405 0.130 0.220 0.220 0.159 0.173 0.213 0.194 0.175 0.145

---

(4)
Density functional theory data (ωB97M-V with the def2-TZVPD basis set) for the ion C8H20BrClNO2P2S with charge -1.

```
36
Properties=species:S:1:pos:R:3:forces:R:3
C 1.502318 2.397516 -1.035851 -0.31 0.62 -0.02
C 0.117550 2.346342 -0.104095 -0.28 1.54 -1.25
C -0.885498 1.107434 -0.449686 -1.10 2.54 -1.22
C -1.028898 1.024163 -2.094417 -0.74 1.43 0.28
P -0.691517 -0.520332 0.471843 0.59 -0.31 -2.34
N -2.246372 -1.179538 -0.171822 -0.14 0.51 0.38
Cl -0.575335 -2.341084 1.619462 -1.98 -2.09 0.72
C 1.052863 -0.100119 1.202907 1.75 -0.17 1.71
O 1.523049 -1.288282 1.995181 3.54 1.86 -1.46
C 2.888132 -1.667265 1.603628 0.27 -1.35 0.13
C 0.248455 -1.425927 -0.946765 1.67 -3.24 -0.74
C -0.729060 -2.354575 -1.910314 -1.70 3.46 -6.09
O -1.176240 -1.998988 -3.126378 3.06 -2.31 7.73
Br -1.310543 -4.228456 -1.343643 0.68 1.34 -0.25
P -1.685206 0.391239 2.222233 -0.05 -0.05 2.11
S -3.615800 0.533561 2.056679 -1.08 0.58 0.20
H 1.813701 1.339586 -1.433655 -0.39 2.07 1.01
H 2.377326 2.941094 -0.432329 -1.82 -1.41 -1.39
H 1.272795 3.057495 -2.003570 0.55 -1.46 2.13
H -0.474671 3.319307 -0.477639 1.17 -2.03 0.92
H 0.310658 2.560344 1.029153 -0.20 -0.78 -2.19
H -1.959845 1.526488 -0.117929 2.16 -0.96 -0.60
H -1.962263 0.373041 -2.379018 2.25 0.99 0.36
H -1.302459 2.135605 -2.435952 0.57 -2.22 0.65
H -0.046381 0.754285 -2.661846 -2.07 0.15 1.10
H -2.735548 -1.766504 0.541472 0.38 1.05 -1.03
H -2.842365 -0.415314 -0.550462 0.28 -1.03 0.75
H 1.879586 0.054463 0.390442 -1.73 0.28 1.42
H 1.010438 0.767468 2.016941 0.28 -1.49 -1.98
H 3.250717 -2.469715 2.409849 -0.68 1.96 -1.65
H 2.909639 -2.257322 0.567836 -0.21 1.32 1.94
H 3.645696 -0.777752 1.508613 -1.43 -1.51 0.41
H 0.925483 -2.231346 -0.376447 -1.45 1.74 -1.37
H 1.013313 -0.763011 -1.529467 -1.81 -1.26 0.49
H -1.070433 1.667492 2.602311 -0.26 -0.90 -0.14
H -1.403286 -0.511393 3.342735 0.22 1.13 -0.69
```
Positions in Å, forces in eV/Å.

Computed properties:
- charge = -1
- LUMO level (eV) = 2.950
- strongest force on any atom (eV Å⁻¹) = 8.63
- spin multiplicity = 1
- HOMO (eV) = -4.54
- energy (eV) = -126179.4250

Charges in e, computed with natural (NBO), in the same order as the atoms: -0.645 -0.422 -0.609 -0.634 1.296 -1.175 -0.418 -0.427 -0.597 -0.277 -0.879 0.562 -0.620 -0.067 0.492 -0.700 0.208 0.212 0.209 0.198 0.216 0.244 0.244 0.190 0.215 0.410 0.380 0.204 0.197 0.195 0.170 0.170 0.259 0.232 -0.043 0.012

---

charge of number 4 (C8H20BrClNO2P2S)? -1

---

Number 3 is which compound? C7H8N2